1.
ORCA calculation (ωB97M-V/def2-TZVPD) on 6 unconnected molecules or ions with the total composition C24H52N6O14P2.

As for the structure (SMILES): CN(C)P(=O)(N(C)C)N(C)C.CN(C)P(=O)(N(C)C)N(C)C.O=C1OCCO1.O=C1OCCO1.O=C1OCCO1.O=C1OCCO1. The energy above the lowest of the compared OMol25 structures with the same formula, charge and spin comes out at 106.9 kcal per mole. The calculation puts the LUMO energy at 0.30 eV. Its total energy is -3010.24290 hartree.

Geometry (Å):
C: -0.657 -8.772 2.776
N: -0.353 -7.635 3.637
C: -0.698 -7.614 5.096
P: 0.113 -6.150 2.920
O: -0.727 -4.981 3.266
N: 1.660 -5.782 3.494
C: 2.191 -4.470 3.842
C: 2.557 -6.950 3.583
N: 0.401 -6.344 1.171
C: 1.683 -6.351 0.515
C: -0.701 -6.538 0.261
H: -1.229 -8.479 1.895
H: -1.188 -9.527 3.356
H: 0.253 -9.218 2.375
H: -0.100 -6.886 5.646
H: -0.513 -8.652 5.374
H: -1.743 -7.366 5.280
H: 1.453 -3.851 4.352
H: 3.070 -4.627 4.467
H: 2.593 -3.850 3.040
H: 2.129 -7.837 3.116
H: 3.522 -6.757 3.114
H: 2.779 -7.287 4.596
H: 2.207 -7.285 0.717
H: 1.566 -6.347 -0.569
H: 2.295 -5.530 0.888
H: -1.577 -6.133 0.768
H: -0.979 -7.568 0.034
H: -0.564 -6.006 -0.680
C: -5.332 8.060 -1.516
N: -5.354 6.832 -2.238
C: -5.285 5.542 -1.378
P: -5.046 6.766 -3.839
O: -5.302 8.079 -4.538
N: -3.441 6.399 -3.756
C: -2.443 7.452 -3.964
C: -2.912 5.189 -3.086
N: -5.979 5.384 -4.399
C: -5.757 4.549 -5.608
C: -7.368 5.105 -3.816
H: -5.606 8.857 -2.207
H: -4.313 8.257 -1.183
H: -5.965 8.197 -0.639
H: -6.119 5.586 -0.677
H: -4.345 5.499 -0.828
H: -5.376 4.700 -2.064
H: -2.855 8.281 -4.538
H: -1.997 7.676 -2.995
H: -1.642 6.995 -4.546
H: -2.366 5.376 -2.161
H: -3.716 4.464 -2.965
H: -2.240 4.697 -3.789
H: -6.628 4.051 -6.035
H: -5.177 5.043 -6.386
H: -5.073 3.785 -5.239
H: -7.822 5.936 -3.276
H: -7.308 4.334 -3.047
H: -8.058 4.636 -4.518
O: 5.937 -2.037 0.501
C: 6.651 -3.036 0.433
O: 7.734 -3.306 1.212
C: 8.159 -4.655 1.016
C: 7.264 -5.164 -0.066
O: 6.590 -3.987 -0.459
H: 9.193 -4.586 0.681
H: 7.956 -5.309 1.865
H: 6.574 -5.965 0.199
H: 7.877 -5.722 -0.774
O: 0.686 4.467 2.501
C: 0.070 5.059 3.407
O: -0.942 4.530 4.121
C: -1.595 5.545 4.937
C: -0.607 6.774 4.703
O: 0.311 6.295 3.790
H: -2.676 5.660 4.861
H: -1.287 5.214 5.929
H: -0.037 7.002 5.603
H: -1.071 7.656 4.262
O: 6.496 -1.653 -4.630
C: 6.152 -0.499 -4.291
O: 4.932 -0.192 -3.819
C: 4.721 1.272 -3.718
C: 6.065 1.768 -4.113
O: 6.889 0.666 -4.359
H: 3.932 1.720 -4.322
H: 4.577 1.444 -2.651
H: 6.679 2.325 -3.405
H: 5.953 2.376 -5.010
O: -1.942 -0.044 -1.111
C: -1.153 -0.271 -0.238
O: -1.291 0.117 0.984
C: -0.277 -0.316 1.806
C: 0.824 -0.744 0.817
O: 0.027 -0.888 -0.349
H: -0.001 0.549 2.408
H: -0.695 -1.156 2.361
H: 1.050 -1.798 0.979
H: 1.657 -0.042 0.839

---

2.
ORCA calculation (ωB97M-V/def2-TZVPD) on 3 unconnected molecules or ions with the total composition C24H53BFN3O8S.

As for the structure (SMILES): C[C@H](F)[C@]1(CCCC(=O)O)OS(=O)(=O)O[C@@]1(CCCCO)B(N)O.CCN(CC)CC.CCN(CC)CC. The calculation puts the LUMO energy at 0.24 eV. Its total energy is -2235.40206 hartree.

Geometry (Å):
C: 0.468 0.534 2.924
C: 0.146 -0.331 1.708
F: 1.314 -0.506 0.956
C: -0.973 0.221 0.795
C: -0.593 1.373 -0.148
C: 0.783 2.054 -0.018
C: 0.743 3.591 -0.166
C: 0.078 4.035 -1.445
O: 0.661 4.189 -2.475
O: -1.268 4.203 -1.396
O: -1.980 0.747 1.788
S: -2.791 -0.454 2.421
O: -2.264 -0.930 3.658
O: -4.167 -0.067 2.400
O: -2.425 -1.526 1.316
C: -1.924 -0.796 0.123
C: -1.434 -1.769 -0.949
C: -0.106 -2.526 -0.779
C: 1.030 -1.907 -1.592
C: 2.384 -2.574 -1.382
O: 2.330 -3.992 -1.472
B: -3.285 -0.154 -0.514
N: -3.562 1.249 -0.681
O: -4.181 -1.113 -0.937
H: 1.507 0.345 3.201
H: -0.185 0.286 3.757
H: 0.352 1.600 2.722
H: -0.136 -1.323 2.071
H: -0.702 1.010 -1.173
H: -1.383 2.111 -0.033
H: 1.289 1.837 0.915
H: 1.446 1.690 -0.806
H: 0.290 4.055 0.717
H: 1.777 3.936 -0.212
H: -1.523 4.406 -0.486
H: -2.235 -2.507 -1.034
H: -1.411 -1.239 -1.908
H: 0.152 -2.665 0.274
H: -0.257 -3.528 -1.189
H: 0.755 -1.978 -2.652
H: 1.151 -0.840 -1.385
H: 2.819 -2.237 -0.435
H: 3.063 -2.241 -2.174
H: 2.113 -4.345 -0.604
H: -4.304 1.383 -1.360
H: -3.778 1.780 0.154
H: -5.075 -0.860 -0.678
C: -6.823 5.773 5.150
C: -6.034 5.341 3.923
N: -4.960 4.417 4.240
C: -4.007 4.243 3.165
C: -4.505 3.614 1.858
C: -5.357 3.206 4.942
C: -6.417 2.310 4.291
H: -6.154 6.151 5.924
H: -7.520 6.568 4.880
H: -7.409 4.955 5.570
H: -5.578 6.227 3.473
H: -6.735 4.939 3.174
H: -3.170 3.651 3.547
H: -3.589 5.229 2.933
H: -4.704 2.548 1.978
H: -3.736 3.719 1.085
H: -5.407 4.096 1.480
H: -5.718 3.496 5.932
H: -4.455 2.619 5.130
H: -7.285 2.882 3.959
H: -6.769 1.577 5.019
H: -6.025 1.752 3.442
C: 9.192 -4.376 -4.012
C: 7.820 -4.966 -4.303
N: 6.841 -4.651 -3.280
C: 5.633 -5.452 -3.359
C: 4.750 -5.307 -4.604
C: 6.650 -3.237 -3.008
C: 6.255 -2.324 -4.177
H: 9.524 -4.651 -3.010
H: 9.919 -4.758 -4.730
H: 9.198 -3.288 -4.089
H: 7.910 -6.055 -4.340
H: 7.504 -4.647 -5.310
H: 5.027 -5.247 -2.472
H: 5.930 -6.502 -3.272
H: 4.219 -4.357 -4.617
H: 3.996 -6.096 -4.610
H: 5.326 -5.397 -5.526
H: 7.575 -2.848 -2.574
H: 5.904 -3.151 -2.214
H: 6.892 -2.480 -5.048
H: 6.364 -1.280 -3.876
H: 5.220 -2.466 -4.483

---

3.
ORCA calculation (ωB97M-V/def2-TZVPD) on a molecular structure, C24H53Br3O37S10.

The calculation puts the LUMO energy at -0.16 eV. Its total energy is -15433.84496 hartree.

Geometry (Å):
O: -1.642 -0.040 -0.959
S: -0.536 0.350 -0.187
O: -0.732 0.926 1.100
O: 0.359 -0.928 0.072
C: 1.485 -0.818 0.991
C: 2.409 -1.931 0.601
C: 0.572 1.376 -1.065
H: 1.160 -1.022 2.026
H: 1.980 0.147 1.085
H: 2.735 -1.798 -0.436
H: 2.028 -2.929 0.794
H: 3.335 -1.888 1.177
H: 0.141 2.375 -1.155
H: 0.834 0.873 -1.984
H: 1.419 1.613 -0.421
O: 4.957 0.699 -1.574
S: 5.676 0.232 -0.463
O: 5.242 0.395 0.876
O: 5.822 -1.343 -0.755
C: 6.046 -2.236 0.390
C: 5.973 -3.617 -0.165
C: 7.348 0.790 -0.599
H: 5.219 -2.115 1.090
H: 6.955 -2.024 0.961
H: 4.970 -3.713 -0.587
H: 5.953 -4.363 0.628
H: 6.770 -3.725 -0.885
H: 7.958 0.305 0.147
H: 7.319 1.875 -0.476
H: 7.672 0.636 -1.623
O: -0.612 -4.928 -1.736
S: 0.419 -4.648 -2.682
O: 1.177 -5.715 -3.214
O: -0.164 -3.867 -3.922
C: -1.457 -3.132 -3.747
C: -1.987 -2.828 -5.096
C: 1.523 -3.443 -2.029
H: -1.278 -2.279 -3.087
H: -2.170 -3.809 -3.277
H: -2.984 -2.392 -4.952
H: -2.067 -3.719 -5.702
H: -1.427 -2.040 -5.610
H: 1.185 -3.201 -1.024
H: 1.466 -2.498 -2.565
H: 2.516 -3.867 -2.014
C: 3.180 -1.171 5.182
Br: 4.090 -2.168 3.784
Br: 1.378 -1.698 5.467
Br: 3.273 0.700 4.738
H: 3.766 -1.351 6.060
C: 2.244 -6.467 3.436
C: 1.440 -7.429 2.595
O: 0.335 -6.704 2.114
S: 0.719 -5.195 1.928
O: -0.347 -4.428 2.420
O: 1.322 -4.990 0.672
O: 1.887 -5.172 3.010
H: 3.291 -6.599 3.166
H: 2.144 -6.549 4.512
H: 1.053 -8.282 3.145
H: 2.118 -7.835 1.838
C: -2.793 -2.110 1.533
C: -2.379 -3.286 0.659
O: -3.116 -3.114 -0.563
S: -4.408 -2.285 -0.254
O: -5.354 -3.098 0.382
O: -4.809 -1.585 -1.397
O: -3.692 -1.325 0.746
H: -1.964 -1.538 1.943
H: -3.335 -2.426 2.429
H: -2.712 -4.240 1.051
H: -1.324 -3.288 0.467
C: 0.665 5.475 -2.764
C: 1.614 5.190 -3.930
O: 2.931 5.030 -3.351
S: 2.869 4.841 -1.797
O: 3.855 5.581 -1.137
O: 2.668 3.495 -1.488
O: 1.498 5.605 -1.601
H: -0.063 4.677 -2.568
H: 0.083 6.391 -2.812
H: 1.568 6.060 -4.576
H: 1.401 4.258 -4.440
C: -1.812 6.872 1.062
C: -0.300 6.615 1.137
O: -0.162 5.330 0.526
S: -1.350 4.398 1.022
O: -0.999 3.776 2.213
O: -1.887 3.700 -0.064
O: -2.395 5.596 1.245
H: -2.056 7.184 0.048
H: -2.121 7.554 1.842
H: 0.049 6.639 2.173
H: 0.170 7.405 0.557
C: -5.588 1.268 0.518
C: -4.535 1.597 -0.490
O: -4.753 3.016 -0.837
S: -6.029 3.572 -0.126
O: -7.187 3.344 -0.879
O: -5.718 4.842 0.310
O: -5.936 2.562 1.070
H: -5.380 0.700 1.407
H: -6.497 0.942 0.008
H: -4.506 1.045 -1.422
H: -3.546 1.616 -0.036
C: -2.529 2.314 -3.252
C: -2.813 1.393 -4.406
O: -1.525 1.084 -4.931
S: -0.552 2.300 -4.662
O: -0.184 2.948 -5.847
O: 0.476 1.857 -3.788
O: -1.570 3.192 -3.851
H: -2.033 1.877 -2.389
H: -3.366 2.925 -2.942
H: -3.494 1.876 -5.107
H: -3.248 0.440 -4.099
C: -1.326 1.478 4.874
C: -2.722 1.674 4.326
O: -3.471 0.428 4.701
S: -2.760 -0.381 5.860
O: -2.344 -1.660 5.418
O: -3.472 -0.246 7.043
O: -1.452 0.521 5.916
H: -0.939 2.408 5.252
H: -0.709 1.074 4.079
H: -2.772 1.721 3.236
H: -3.317 2.499 4.735

---

4.
ORCA calculation (ωB97M-V/def2-TZVPD) on a molecular structure, C24H53DyN3O3PSSi.

The spin multiplicity is 6. As for the expectation value of S²: 9.288. The calculation puts the LUMO energy (alpha / beta) at -0.12 / -0.12 eV. Its total energy is -3249.80787 hartree.

Geometry (Å):
Dy: 0.300 0.135 0.670
C: 4.309 1.484 3.402
N: 3.977 0.825 2.149
C: 4.964 0.946 1.087
C: 2.669 0.476 1.774
O: 2.402 0.186 0.608
C: 1.605 0.488 2.910
O: 0.237 0.199 2.665
C: -0.132 -1.153 2.888
C: -0.076 -2.229 1.764
O: 0.248 -1.967 0.606
N: -0.430 -3.534 2.134
C: -1.009 -3.921 3.412
C: -0.429 -4.565 1.107
H: 5.354 1.281 3.656
H: 3.685 1.133 4.225
H: 4.163 2.561 3.278
H: 5.952 0.687 1.479
H: 4.969 1.980 0.729
H: 4.739 0.280 0.249
H: 1.598 1.520 3.281
H: 1.978 -0.140 3.726
H: -1.190 -1.103 3.173
H: 0.413 -1.539 3.757
H: -0.959 -3.134 4.163
H: -0.472 -4.797 3.789
H: -2.060 -4.182 3.252
H: 0.099 -4.255 0.202
H: -1.467 -4.798 0.847
H: 0.057 -5.461 1.504
S: 0.300 2.796 0.670
C: 0.300 4.556 0.670
N: 0.300 5.716 0.670
C: -3.734 1.747 -1.296
C: -2.387 1.304 -0.756
P: -2.416 0.135 0.670
C: -3.511 1.026 1.852
C: -3.463 0.447 3.255
C: -3.511 -1.199 0.028
C: -3.463 -2.461 0.871
H: -3.588 2.435 -2.136
H: -4.325 2.274 -0.542
H: -4.325 0.903 -1.666
H: -1.819 2.191 -0.453
H: -1.819 0.833 -1.566
H: -4.547 1.036 1.496
H: -3.180 2.070 1.906
H: -3.860 -0.571 3.291
H: -4.068 1.059 3.932
H: -2.441 0.426 3.648
H: -3.180 -1.456 -0.985
H: -4.546 -0.852 -0.053
H: -2.441 -2.843 0.969
H: -4.068 -3.245 0.404
H: -3.861 -2.297 1.876
C: -1.212 -0.828 -2.656
Si: 0.300 0.135 -2.140
C: 0.124 2.021 -2.694
C: 0.035 2.161 -4.228
C: 1.298 2.880 -2.180
C: -1.180 2.602 -2.084
C: 1.935 -0.821 -2.694
C: 3.210 -0.118 -2.184
C: 1.913 -2.247 -2.080
C: 2.021 -0.966 -4.228
H: -1.292 -0.879 -3.746
H: -2.124 -0.364 -2.271
H: -1.176 -1.852 -2.272
H: 0.965 1.858 -4.718
H: -0.153 3.202 -4.515
H: -0.777 1.555 -4.646
H: 2.235 2.632 -2.686
H: 1.452 2.756 -1.102
H: 1.115 3.945 -2.367
H: -2.069 2.078 -2.451
H: -1.298 3.660 -2.347
H: -1.178 2.534 -0.990
H: 3.164 0.077 -1.107
H: 3.380 0.834 -2.694
H: 4.098 -0.734 -2.370
H: 1.854 -2.214 -0.986
H: 2.822 -2.802 -2.343
H: 1.061 -2.833 -2.444
H: 2.138 0.003 -4.721
H: 1.129 -1.448 -4.643
H: 2.887 -1.575 -4.514
H: 1.484 1.319 1.855